1.
{"formula": "C4H29NO14", "method": "the ωB97M-V functional and the def2-TZVPD basis", "s2": 0.753, "homo_lumo_gap_ha": [0.1009, 0.2342], "charge": -1, "energy_ev": -34770.7803, "spin_multiplicity": 2, "max_force_ha_per_bohr": 0.174, "species": ["O", "C", "C", "C", "N", "C", "O", "O", "H", "H", "H", "H", "H", "H", "H", "H", "H", "O", "H", "H", "O", "H", "H", "O", "H", "H", "O", "H", "H", "O", "H", "H", "O", "H", "H", "O", "H", "H", "O", "H", "H", "O", "H", "H", "O", "H", "H", "O"], "xyz": [[0.3948, -2.8014, 3.0568], [-0.0650, -3.3314, 2.0288], [-0.6175, -2.5356, 0.8379], [-1.4085, -3.3043, -0.1854], [0.4830, -1.8715, 0.0259], [1.3702, -2.6403, -0.6108], [1.7999, -1.8289, -1.6563], [1.7255, -3.8349, -0.5763], [0.0251, -4.4641, 1.7908], [-1.0512, -1.6490, 1.2723], [-1.0123, -3.0285, -1.2278], [-2.5595, -3.2869, -0.2321], [-1.2583, -4.4355, 0.1591], [0.5112, -0.9685, -0.0630], [2.3925, -2.4356, -2.1754], [1.1996, 1.3873, 2.3964], [0.2533, 1.2691, 1.2434], [1.0956, 1.1975, 1.5552], [-2.6981, 2.0263, 0.3743], [-3.7064, 3.0351, 0.0220], [-3.2396, 2.7271, 0.7874], [1.0285, 0.4879, -3.2340], [0.5448, 1.5806, -4.0714], [0.5592, 0.5572, -3.9475], [2.6453, -0.4035, 2.2281], [3.7865, -0.9005, 2.9052], [3.6336, -0.3563, 2.1134], [-0.6526, -1.1378, -3.8154], [-0.5350, -1.1758, -2.3732], [-1.1219, -1.5423, -3.1160], [-2.0105, -0.9316, -0.5639], [-2.0086, -0.0886, -1.6399], [-1.5928, -0.1966, -0.7311], [1.1669, 2.8825, -0.7967], [0.2995, 1.8864, -1.6199], [0.6322, 2.7569, -1.7644], [-3.6035, 2.5386, -1.9140], [-1.9328, 2.7588, -1.7405], [-2.7095, 2.2409, -1.8165], [3.1996, 3.2481, -0.4393], [2.3249, 2.5395, 0.6950], [2.4491, 3.3825, 0.1488], [-0.5056, -1.0897, 4.1473], [0.3433, -0.3157, 3.3804], [-0.5318, -0.2382, 3.8365], [0.0579, 4.3342, 2.4820], [0.8617, 4.1088, 1.1465], [0.0374, 3.8477, 1.6773]], "forces_ev_per_angstrom": [[1.13, 1.29, 1.79], [-1.82, -2.45, -2.88], [1.33, 0.56, 1.20], [-1.19, -2.76, -0.51], [0.23, -7.68, 2.19], [0.27, -0.81, -1.30], [1.90, -1.09, -1.22], [-1.05, 2.74, 0.35], [0.03, 1.39, 0.41], [-0.83, 0.31, 0.22], [-0.83, -1.13, 1.45], [1.56, 0.70, 0.43], [0.04, 2.04, -1.42], [0.20, 5.97, -0.89], [-0.58, 0.89, 0.58], [-0.01, 1.71, 6.33], [-3.82, 0.50, -0.59], [3.93, -2.11, -5.78], [-0.22, 0.25, 0.47], [-0.39, 0.43, -0.26], [0.48, -0.66, 0.42], [4.57, -1.07, 6.72], [-0.14, -2.73, 0.19], [-4.16, 3.87, -6.93], [0.93, 0.33, -1.13], [0.84, 0.03, -0.35], [-1.80, -0.48, 1.35], [0.53, 0.68, -1.78], [-1.33, -1.18, -1.00], [0.69, 0.27, 2.62], [-3.17, -6.82, 2.57], [0.99, 0.76, 1.16], [2.03, 6.58, -3.58], [-1.54, 0.19, -3.67], [-0.70, -1.25, -0.09], [1.88, 1.02, 3.33], [0.24, 1.23, -0.24], [0.38, 1.79, -0.02], [-0.44, -2.96, -0.50], [-0.01, -0.13, 0.08], [0.32, 1.03, -0.71], [-0.31, -1.28, 1.09], [-0.55, -3.92, 1.28], [-1.14, 0.26, 0.10], [1.58, 3.48, -1.55], [0.10, 0.67, 0.92], [-1.73, -0.37, 1.32], [1.57, -0.06, -2.20]], "mulliken_spin": [0.173, 0.680, 0.053, 0.019, 0.118, 0.067, -0.024, -0.043, 0.031, -0.027, 0.013, 0.010, -0.020, -0.082, 0.011, 0.000, 0.000, 0.003, 0.001, 0.000, 0.000, 0.001, 0.000, 0.001, -0.004, -0.002, 0.004, -0.001, 0.002, -0.002, 0.000, 0.002, 0.008, 0.001, 0.000, -0.002, -0.001, 0.000, 0.002, 0.000, 0.000, 0.001, -0.003, 0.004, 0.003, 0.000, 0.000, 0.000]}

***

2.
{"formula": "C29H32AsIN2O2PSTi", "method": "the ωB97M-V functional and the def2-TZVPD basis", "homo_lumo_gap_ha": 0.2626, "de_lowest_kcal_mol": 0.7, "charge": 1, "energy_ev": -149843.7014, "max_force_ha_per_bohr": 0.003, "species": ["Ti", "C", "C", "N", "O", "C", "C", "N", "O", "H", "H", "H", "H", "H", "H", "H", "I", "C", "C", "C", "C", "C", "C", "C", "C", "C", "P", "C", "C", "C", "C", "C", "C", "C", "C", "C", "C", "C", "C", "C", "H", "H", "H", "H", "H", "H", "H", "H", "H", "H", "H", "H", "H", "H", "H", "H", "C", "As", "C", "C", "S", "H", "H", "H", "H", "H", "H", "H", "H", "H"], "xyz": [[-0.6651, 1.8441, 0.1373], [2.4955, 0.2468, 2.5645], [1.2468, 0.8681, 2.0155], [1.1521, 1.0719, 0.6044], [-0.1986, 0.2458, -1.3999], [0.1929, 1.2814, 2.7302], [-0.1044, 1.0612, 4.1763], [-0.7118, 2.1166, 2.0105], [-1.8395, 1.4134, 1.4739], [2.8651, -0.5440, 1.9104], [2.3260, -0.1734, 3.5532], [3.2943, 0.9866, 2.6502], [-0.9218, 0.0318, -2.0168], [0.5646, 0.3324, 4.6294], [-1.1287, 0.6970, 4.2885], [-0.0290, 1.9945, 4.7380], [-0.3072, 4.2145, -0.9229], [2.3778, 1.4441, -0.0111], [2.9936, 2.6302, 0.2997], [4.2636, 2.9517, -0.2109], [4.9254, 2.0684, -1.0139], [4.3244, 0.8366, -1.3605], [5.0129, -0.1162, -2.1482], [4.4496, -1.3167, -2.4728], [3.1326, -1.5959, -2.0717], [2.4240, -0.6939, -1.3037], [0.7122, -1.0572, -1.0319], [0.1994, -1.7536, 0.5156], [-1.1240, -1.6179, 0.9256], [-1.5244, -2.1990, 2.1173], [-0.6164, -2.9171, 2.8834], [0.6981, -3.0645, 2.4605], [1.1113, -2.4825, 1.2733], [0.1843, -2.1889, -2.3201], [0.2598, -1.7773, -3.6564], [-0.1675, -2.6251, -4.6613], [-0.6592, -3.8865, -4.3425], [-0.7291, -4.2998, -3.0216], [-0.3127, -3.4513, -2.0046], [3.0232, 0.5353, -0.8861], [2.4849, 3.3165, 0.9656], [4.7173, 3.8973, 0.0534], [5.9156, 2.2909, -1.3903], [6.0131, 0.1249, -2.4873], [4.9927, -2.0420, -3.0623], [2.6763, -2.5222, -2.3934], [-1.8360, -1.0549, 0.3325], [-2.5476, -2.0867, 2.4504], [-0.9350, -3.3669, 3.8143], [1.4021, -3.6285, 3.0572], [2.1377, -2.5903, 0.9426], [0.6635, -0.8028, -3.9087], [-0.1131, -2.3070, -5.6935], [-0.9892, -4.5490, -5.1317], [-1.1118, -5.2816, -2.7790], [-0.3767, -3.7719, -0.9733], [-4.8611, 0.8876, 1.3816], [-4.3083, 2.1853, 0.0801], [-5.8819, 2.6109, -0.9342], [-3.8085, 3.7998, 0.9846], [-2.8586, 1.4615, -1.3040], [-5.6809, 1.3030, 1.9670], [-4.0107, 0.6616, 2.0183], [-5.1978, -0.0041, 0.8563], [-6.6628, 2.9681, -0.2643], [-6.2186, 1.7196, -1.4590], [-5.6287, 3.3823, -1.6583], [-4.6846, 4.1683, 1.5181], [-3.4867, 4.5260, 0.2409], [-2.9951, 3.5925, 1.6753]], "forces_ev_per_angstrom": [[0.07, -0.03, -0.05], [0.01, -0.03, -0.01], [0.00, 0.02, 0.01], [-0.03, 0.01, 0.02], [-0.11, -0.02, 0.00], [0.05, -0.06, 0.00], [-0.02, 0.01, 0.00], [0.01, 0.03, 0.01], [-0.08, -0.06, 0.04], [0.01, 0.00, 0.00], [-0.01, -0.01, 0.00], [-0.01, 0.01, 0.00], [-0.02, 0.03, 0.00], [0.01, 0.00, 0.00], [0.00, -0.01, 0.00], [-0.01, 0.00, -0.01], [0.02, 0.06, -0.02], [0.01, 0.01, -0.01], [0.00, -0.01, 0.00], [-0.01, 0.01, 0.00], [0.01, -0.01, 0.00], [-0.03, 0.02, 0.02], [0.01, -0.01, -0.01], [0.01, -0.01, 0.00], [0.00, 0.04, 0.02], [0.03, -0.03, -0.01], [0.02, 0.10, 0.09], [0.08, -0.03, -0.01], [-0.02, 0.00, -0.01], [-0.01, 0.00, 0.02], [0.00, 0.00, -0.01], [-0.01, 0.00, 0.01], [0.03, 0.00, 0.00], [-0.02, -0.01, 0.01], [0.00, -0.02, 0.02], [0.00, 0.01, -0.02], [0.00, 0.00, 0.00], [0.00, 0.01, 0.01], [0.00, -0.01, -0.03], [0.00, -0.04, -0.03], [0.00, 0.00, 0.00], [0.00, 0.00, 0.00], [0.00, 0.00, 0.00], [0.00, 0.00, 0.00], [0.00, 0.00, 0.00], [-0.01, 0.00, 0.00], [-0.01, 0.00, 0.01], [0.00, 0.00, 0.00], [0.00, 0.00, 0.00], [0.00, 0.00, 0.00], [0.00, 0.00, 0.00], [0.00, 0.00, 0.00], [0.00, 0.00, 0.00], [0.00, 0.00, 0.00], [0.00, 0.00, 0.00], [0.00, 0.00, 0.00], [-0.01, 0.00, 0.01], [0.04, -0.03, -0.04], [0.01, 0.00, -0.02], [-0.01, 0.01, 0.00], [-0.02, 0.02, -0.01], [0.00, 0.00, 0.01], [0.00, 0.00, 0.00], [0.01, 0.00, 0.00], [0.00, 0.00, 0.00], [0.00, 0.00, 0.00], [-0.01, 0.00, 0.00], [0.01, 0.01, 0.01], [0.00, 0.00, 0.00], [0.00, 0.00, 0.01]], "nbo_charge": [1.417, -0.659, 0.175, -0.822, -0.983, 0.061, -0.633, -0.423, -0.666, 0.210, 0.233, 0.233, 0.552, 0.216, 0.220, 0.230, -0.247, 0.136, -0.184, -0.185, -0.172, -0.089, -0.093, -0.244, -0.126, -0.488, 1.976, -0.479, -0.114, -0.214, -0.159, -0.205, -0.172, -0.495, -0.129, -0.217, -0.158, -0.201, -0.160, 0.039, 0.240, 0.231, 0.224, 0.227, 0.234, 0.230, 0.230, 0.228, 0.230, 0.233, 0.231, 0.222, 0.235, 0.233, 0.234, 0.235, -0.967, 1.530, -0.966, -0.963, -0.639, 0.248, 0.272, 0.249, 0.246, 0.255, 0.260, 0.248, 0.268, 0.279]}

***

3.
{"formula": "C3H4N4", "method": "the ωB97M-V functional and the def2-TZVPD basis", "homo_lumo_gap_ha": 0.3394, "de_lowest_kcal_mol": 102.6, "charge": 0, "energy_ev": -9132.4091, "smiles": "[H]/N=N/c1cn[nH]c1", "max_force_ha_per_bohr": 0.147, "species": ["H", "N", "N", "C", "C", "N", "N", "C", "H", "H", "H"], "xyz": [[3.3426, 0.1518, -0.1757], [2.3808, 0.4418, 0.3296], [1.7113, -0.5592, -0.2898], [0.3235, -0.1569, -0.0865], [-0.2276, 1.1127, -0.1231], [-1.5287, 1.0669, -0.0650], [-1.7691, -0.2728, 0.1173], [-0.7167, -1.0274, 0.1464], [0.1497, 2.0936, 0.1248], [-2.7422, -0.7971, 0.0210], [-0.9238, -2.0534, 0.0009]], "forces_ev_per_angstrom": [[-1.48, 1.36, 2.25], [1.49, -5.36, -5.11], [-0.29, 5.52, 3.41], [2.31, -2.59, 0.20], [0.04, 1.30, 0.86], [-1.81, -1.58, 0.64], [-5.58, -0.09, -0.35], [1.31, 0.04, -1.66], [0.79, -0.07, -0.95], [2.52, 2.51, 0.35], [0.70, -1.04, 0.35]], "nbo_charge": [0.318, -0.329, -0.121, -0.074, -0.057, -0.253, -0.325, -0.030, 0.235, 0.413, 0.222]}

***

4.
{"formula": "C5H7NO", "method": "the ωB97M-V functional and the def2-TZVPD basis", "homo_lumo_gap_ha": 0.3490, "de_lowest_kcal_mol": 130.2, "charge": 0, "energy_ev": -8830.5563, "max_force_ha_per_bohr": 0.133, "species": ["C", "C", "C", "C", "C", "H", "H", "H", "H", "H", "H", "H", "N", "O"], "xyz": [[-0.9733, 0.0108, -0.0595], [-0.2389, -1.1745, -0.3671], [0.9824, -1.0738, 0.4588], [1.8376, 0.0786, -0.0477], [1.0375, 1.2695, -0.1043], [-0.1255, -1.2591, -1.4664], [-0.7226, -2.1633, -0.3965], [1.6633, -2.1378, 0.6800], [0.4584, -1.2349, 1.6323], [2.8577, -0.1672, -0.9838], [1.5204, 2.2919, -0.6982], [-1.1999, 1.9083, 0.9019], [-0.3732, 1.2070, 0.1959], [-2.2140, -0.0438, -0.0403]], "forces_ev_per_angstrom": [[-5.44, 0.68, 0.07], [1.39, -2.62, -2.59], [2.50, -5.04, 3.87], [-1.13, 2.28, -1.99], [3.21, 0.44, -1.82], [0.95, 1.04, 0.03], [-0.76, 0.63, 1.54], [-1.80, 2.84, -1.58], [1.89, 1.86, -2.78], [-3.37, 1.07, 3.63], [-1.82, -3.03, 2.04], [3.84, -2.55, -3.14], [-0.52, 2.04, 2.39], [1.06, 0.35, 0.35]], "nbo_charge": [0.654, -0.548, -0.476, -0.252, -0.029, 0.246, 0.268, 0.232, 0.238, 0.256, 0.222, 0.459, -0.658, -0.611]}

***

5.
{"formula": "C4H7NO2", "method": "the ωB97M-V functional and the def2-TZVPD basis", "homo_lumo_gap_ha": 0.3841, "de_lowest_kcal_mol": 33.5, "charge": 0, "energy_ev": -9845.8279, "smiles": "O=C1CNC[C@@H]1O", "max_force_ha_per_bohr": 0.020, "species": ["O", "C", "C", "N", "C", "C", "O", "H", "H", "H", "H", "H", "H", "H"], "xyz": [[-2.1913, 0.6032, 0.2529], [-1.0119, 0.3639, 0.3593], [0.0994, 1.3637, 0.5662], [1.3437, 0.6220, 0.3585], [1.0158, -0.6199, -0.3820], [-0.3863, -1.0024, 0.0891], [-1.1080, -1.7280, -0.8670], [-0.0306, 2.1116, -0.2313], [0.0977, 1.8973, 1.5226], [1.8116, 1.2470, -0.2792], [1.7532, -1.4094, -0.1971], [0.9722, -0.4423, -1.4643], [-0.3295, -1.5478, 1.0469], [-2.0362, -1.4588, -0.7744]], "forces_ev_per_angstrom": [[0.41, -0.25, 0.12], [-0.41, 0.13, -0.01], [-0.27, 0.23, -0.06], [-0.03, 0.17, -0.23], [-0.05, -0.11, -0.17], [0.16, 0.18, 0.11], [-0.22, 0.01, 0.08], [-0.23, 0.03, 0.23], [-0.26, -0.23, -0.08], [0.96, -0.38, 0.07], [-0.12, 0.27, 0.04], [-0.08, -0.12, 0.04], [0.01, 0.12, -0.08], [0.12, -0.05, -0.05]], "nbo_charge": [-0.530, 0.576, -0.349, -0.605, -0.240, -0.021, -0.700, 0.208, 0.230, 0.360, 0.209, 0.187, 0.189, 0.487]}

***

6.
{"formula": "C2HAuO3", "method": "the ωB97M-V functional and the def2-TZVPD basis", "s2": 3.765, "homo_lumo_gap_ha": [0.2160, 0.3021], "charge": 1, "energy_ev": -11906.6086, "spin_multiplicity": 4, "max_force_ha_per_bohr": 0.166, "species": ["C", "O", "C", "O", "O", "Au", "H"], "xyz": [[0.0169, -0.6810, -1.3968], [-0.5091, -0.6045, -0.1046], [0.1141, 0.6339, 0.3165], [0.7197, 1.0225, -0.7001], [0.3803, 0.6000, 1.5284], [-0.0700, -0.9402, 2.3629], [-0.6519, -0.0307, -2.0063]], "forces_ev_per_angstrom": [[-2.02, 3.89, 3.80], [-0.05, -1.51, -2.08], [2.99, -2.73, -1.45], [-0.49, 0.56, -0.25], [0.85, 7.71, -3.43], [-1.83, -6.88, 4.69], [0.55, -1.04, -1.29]], "mulliken_spin": [0.779, 0.147, -0.012, -0.062, 0.097, 1.928, 0.123]}